[1]
A structure of composition C7H11AlO6 at a distorted geometry. Source: OMol25; level of theory: wB97M-V/def2-TZVPD.

Each line ends with the Löwdin charge.
Positions of all 25 atoms, in Å:
H1 -2.42820 1.52037 -4.29440  0.10
O1 -2.12006 0.63571 -1.07803  0.08
C1 -1.60349 0.91049 -2.40713  -0.17
C2 -2.77779 1.21763 -3.29891  -0.04
H2 -2.33810 -1.37113 2.19933  0.16
O2 3.15711 -0.79054 0.35776  0.10
O3 -0.50501 0.23813 0.30366  0.12
O4 1.39974 -1.74916 1.36189  0.23
H3 -0.78185 1.37415 2.00230  0.23
C3 4.51024 -0.59402 0.76975  0.03
C4 -1.51788 -0.28235 -0.39712  -0.53
C5 2.20900 -0.77980 1.26156  -0.57
O5 2.13826 0.18547 2.07834  0.21
C6 -1.49408 -0.69009 2.25390  0.17
C7 -0.72762 0.33207 1.68162  -0.12
Al1 0.74399 -0.65340 2.60938  0.86
H4 4.68643 -0.11740 1.73984  0.12
H5 -3.39871 0.31885 -3.40661  0.10
H6 4.96916 0.05695 0.01870  0.13
H7 -3.39625 2.02108 -2.87900  0.10
H8 -1.65033 -0.71374 3.34238  0.13
H9 -1.04559 0.03360 -2.75887  0.14
H10 4.97879 -1.58198 0.81801  0.12
H11 -0.91156 1.75700 -2.31631  0.14
O6 -2.09620 -1.27790 0.03795  0.18

**Orbital gap**: 5.870 eV
**Spin multiplicity**: 1
**Maximum force**: 7.32 eV/A
**Total charge**: +2

[2]
An isolated molecule of C7H11BO2 at a distorted geometry. Source: OMol25; level of theory: wB97M-V/def2-TZVPD.

Each line ends with the Löwdin charge.
Positions of all 21 atoms, in Å:
O1 1.65975 0.25393 -3.03253  0.03
H1 -1.99952 -0.07598 -2.97209  0.07
C1 -1.15057 0.52814 -3.17381  -0.05
C2 -0.37096 0.78493 -1.92642  0.07
C3 0.54616 -0.02898 0.29963  -0.04
C4 0.89351 -0.21633 2.74356  -0.23
H2 0.03666 1.84509 -1.64621  0.18
C5 0.17668 -0.43022 1.51776  -0.13
H3 0.09213 -1.61006 4.05657  0.05
H4 -1.59488 1.43282 -3.75819  0.13
H5 -1.12459 -0.75092 -0.91098  0.17
H6 -0.75090 -1.12101 1.57079  0.15
C6 0.70524 -0.73783 3.92494  0.00
B1 1.63063 -0.97131 -2.55199  -0.58
H7 1.31516 -0.39577 4.81608  0.08
H8 -0.35748 0.13387 -3.82215  0.09
H9 1.58059 0.52989 0.31325  0.17
O2 0.63528 -1.38825 -1.61446  0.04
H10 2.26997 -1.71725 -3.07806  0.07
H11 1.68186 0.53196 2.68248  0.10
C7 -0.11253 -0.33675 -1.02173  -0.38

**Orbital gap (spin up / spin down)**: 7.780 / 7.779 eV
**Spin multiplicity**: 1
**ΔE to the lowest compared entry with this formula, charge and spin**: 374.2 kJ/mol
**Maximum force**: 4.45 eV/A
**Total charge**: 0

[3]
A cluster of 2 separate species, C7H11ClF2O in total at a distorted geometry. Source: OMol25; level of theory: wB97M-V/def2-TZVPD.

Each line ends with the Löwdin charge.
Positions of all 22 atoms, in Å:
H1 2.22325 0.06398 -0.78740  0.02
H2 0.14201 2.46289 1.08245  0.08
H3 0.49525 -1.47914 0.95293  0.14
H4 -0.46427 -2.66461 -1.70802  0.07
C1 -0.63987 -0.23843 0.38963  -0.36
Cl1 3.72574 1.87566 -0.57119  0.66
C2 -0.39723 -0.64507 -0.87986  -0.17
O1 -0.12777 -0.82408 1.47055  0.06
H5 1.00446 -2.28832 -0.71088  0.08
H6 0.75436 -1.53046 -2.27203  0.07
C3 -0.56241 2.27336 0.27142  -0.10
C4 0.20060 -1.88951 -1.40813  -0.10
H7 -2.19648 1.12037 -0.13768  0.09
C5 -1.41748 1.09258 0.53001  -0.20
H8 -1.22519 3.17348 0.28552  0.09
F1 3.45291 -1.70230 0.81800  0.11
F2 5.14490 -0.46284 0.70264  0.17
H9 -0.12861 2.11385 -0.69268  0.06
H10 -0.74890 0.03635 -1.61116  0.09
H11 -1.77963 1.22720 1.47948  0.09
C6 3.15242 0.28053 -0.41620  -0.48
C7 3.92714 -0.56234 0.31586  -0.47

**Orbital gap**: 9.185 eV
**Spin multiplicity**: 1
**ΔE to the lowest compared entry with this formula, charge and spin**: 29.2 kJ/mol
**Maximum force**: 4.55 eV/A
**Total charge**: 0

[4]
The ion C7H11ClN3 with charge +1 at a distorted geometry. Source: OMol25; level of theory: wB97M-V/def2-TZVPD.

Each line ends with the Löwdin charge.
Positions of all 22 atoms, in Å:
H1 0.41123 -3.74493 0.93717  0.07
H2 -0.59835 2.21835 -1.25781  0.14
C1 0.45975 -3.47951 -0.09644  0.00
Cl1 0.14190 2.42966 2.87551  0.68
C2 1.63461 -1.12890 -0.27529  0.04
N1 1.12397 0.15518 -0.46309  -0.14
C3 -1.06708 1.29025 -0.75997  -0.11
N2 1.76507 1.26612 -0.50445  0.25
H3 2.73756 1.07097 -0.53019  0.08
H4 -0.51732 -3.83120 -0.63321  0.12
H5 -2.33524 2.61539 0.39791  0.14
H6 -1.55977 -1.47528 -0.52998  0.17
C4 -0.21415 0.07706 -0.59213  -0.20
H7 -0.37127 3.86638 1.03736  0.08
H8 1.39106 -3.80520 -0.70487  0.13
C5 -0.42846 2.79763 1.35223  -0.62
N3 -0.60846 -1.20947 -0.46965  0.21
C6 0.59799 -1.98051 -0.30508  -0.22
C7 -1.47025 1.91580 0.67003  -0.25
H9 -2.09622 1.24381 -1.26583  0.15
H10 2.73501 -1.23628 -0.06180  0.17
H11 -1.73158 0.94467 1.17958  0.11

**Orbital gap (spin up / spin down)**: 5.625 / 9.959 eV
**Spin multiplicity**: 1
**ΔE to the lowest compared entry with this formula, charge and spin**: 253.8 kJ/mol
**Maximum force**: 4.06 eV/A
**Total charge**: +1

[5]
An isolated molecule of C7H11ClN4 at a distorted geometry. Source: OMol25; level of theory: wB97M-V/def2-TZVPD.

Each line ends with the Löwdin charge.
Positions of all 23 atoms, in Å:
H1 2.63400 0.26758 1.62612  0.04
C1 2.24394 -1.32751 -0.40870  -0.08
H2 1.09262 0.46509 -1.89193  0.08
H3 0.68289 1.65690 -0.90828  0.05
C2 1.60862 0.32255 1.50731  -0.04
C3 1.23091 -0.31035 0.08178  -0.57
H4 1.20483 -0.05664 2.44925  0.06
H5 2.36183 -2.18322 0.23210  0.05
N1 -0.14890 -0.92365 0.09983  -0.36
C4 1.32485 0.81807 -0.91974  -0.08
H6 2.02313 -1.77279 -1.40432  0.10
H7 -2.64927 2.61587 -0.64092  0.10
N2 -3.79995 1.00843 -0.37792  0.09
N3 -2.54627 -0.96291 0.06547  0.10
H8 2.28455 1.18823 -0.82804  0.07
C5 -2.62468 1.60382 -0.33806  -0.18
C6 -1.41497 -0.22612 -0.04590  -0.41
H9 1.22019 1.36488 1.69201  0.10
Cl1 -0.27442 -2.26551 1.20362  0.69
N4 -1.40020 1.05312 -0.25197  0.14
C7 -3.69158 -0.34694 -0.16908  -0.16
H10 3.26200 -1.02363 -0.55323  0.08
H11 -4.62411 -0.96528 -0.21941  0.13

**Orbital gap**: 9.640 eV
**Spin multiplicity**: 1
**ΔE to the lowest compared entry with this formula, charge and spin**: 127.2 kJ/mol
**Maximum force**: 2.67 eV/A
**Total charge**: 0

[6]
An isolated molecule of C7H11ClSi at a distorted geometry. Source: OMol25; level of theory: wB97M-V/def2-TZVPD.

Each line ends with the Löwdin charge.
Positions of all 20 atoms, in Å:
C1 -0.06086 -0.49180 0.75321  -0.06
H1 3.22508 -1.68991 -0.95483  0.13
H2 -0.31897 -2.57376 1.15954  0.13
Si1 -0.60607 1.23341 0.58214  0.54
H3 -0.54422 -2.09067 -0.68203  0.18
C2 -0.44431 1.78600 -1.26524  -0.21
C3 2.25401 -0.23935 0.33402  -0.57
H4 -3.07930 0.60696 0.04009  -0.01
Cl1 3.12401 1.21963 0.32532  0.61
H5 -0.22339 1.00419 -1.86220  -0.04
C4 2.44492 -1.49588 -0.15978  -0.23
H6 0.55340 2.33596 -1.12075  0.02
H7 -2.84947 0.40787 1.73541  0.06
H8 0.35593 2.09279 1.35491  -0.01
H9 -1.19645 2.41888 -1.84268  0.05
H10 -2.85638 2.03348 0.93004  -0.01
C5 0.01480 -1.86567 0.36774  -0.31
C6 1.34161 -2.33093 -0.12440  -0.15
H11 1.39659 -3.39236 -0.37924  0.10
C7 -2.53093 1.03116 0.80872  -0.21

**Orbital gap (spin up / spin down)**: 6.945 / 8.482 eV
**Spin multiplicity**: 1
**ΔE to the lowest compared entry with this formula, charge and spin**: 587.9 kJ/mol
**Maximum force**: 4.37 eV/A
**Total charge**: 0

So what do the calculations give for E_tot? Going down the list: -966.398851; -448.559372; -1008.389539; -897.397065; -952.481029; -1022.745821 hartree.